[1]
{
  "formula": "C31H26Cl2F3N2",
  "method": "ωB97M-V/def2-TZVPD",
  "species": ["Cl", "C", "C", "C", "C", "C", "C", "C", "C", "C", "C", "C", "Cl", "C", "C", "C", "C", "H", "H", "H", "H", "H", "H", "H", "H", "H", "H", "H", "C", "N", "C", "H", "C", "C", "C", "C", "C", "F", "F", "F", "C", "C", "N", "C", "C", "C", "C", "C", "C", "C", "H", "H", "H", "H", "H", "H", "H", "H", "H", "H", "H", "H", "H", "H"],
  "xyz": [[7.365, 3.565, -2.760], [5.859, 3.304, -1.994], [5.821, 2.847, -0.668], [4.604, 2.563, -0.061], [3.380, 2.675, -0.771], [2.139, 2.235, -0.170], [0.940, 2.068, -0.844], [-0.331, 1.856, -0.211], [-1.465, 2.587, -0.817], [-2.319, 3.416, -0.049], [-3.294, 4.217, -0.651], [-3.486, 4.179, -2.040], [-4.727, 5.107, -2.771], [-2.693, 3.319, -2.813], [-1.681, 2.560, -2.214], [3.434, 3.249, -2.067], [4.656, 3.547, -2.670], [6.747, 2.704, -0.126], [4.570, 2.209, 0.970], [2.182, 2.041, 0.907], [0.977, 2.212, -1.935], [-0.318, 1.881, 0.899], [-2.195, 3.459, 1.037], [-3.926, 4.870, -0.055], [-2.875, 3.253, -3.881], [-1.038, 1.930, -2.833], [2.512, 3.471, -2.606], [4.706, 3.942, -3.677], [-2.095, -0.984, 2.859], [-2.199, -1.120, 1.424], [-1.038, -0.980, 0.547], [-0.799, 0.153, 0.270], [0.179, -1.703, 1.127], [0.118, -3.072, 1.469], [1.237, -3.711, 1.995], [2.412, -2.991, 2.168], [3.619, -3.696, 2.739], [4.789, -3.095, 2.365], [3.591, -3.704, 4.114], [3.689, -5.002, 2.328], [2.478, -1.643, 1.856], [1.361, -1.000, 1.325], [-1.537, -1.626, -0.653], [-0.644, -2.026, -1.710], [-2.812, -2.127, -0.494], [-3.227, -1.817, 0.817], [-4.344, -2.443, 1.388], [-5.032, -3.391, 0.615], [-4.620, -3.694, -0.699], [-3.507, -3.062, -1.272], [-3.079, -1.145, 3.305], [-1.412, -1.724, 3.303], [-1.738, 0.024, 3.088], [-0.796, -3.660, 1.332], [1.195, -4.762, 2.260], [3.396, -1.092, 2.015], [1.394, 0.057, 1.048], [-1.229, -2.479, -2.512], [-0.112, -1.142, -2.074], [0.087, -2.772, -1.364], [-4.640, -2.196, 2.410], [-5.896, -3.914, 1.038], [-5.173, -4.444, -1.274], [-3.160, -3.284, -2.283]],
  "homo_lumo_gap_ev": 4.010,
  "homo_energy_ev": -9.6,
  "e_tot_ev": -68738.7266,
  "total_charge": 1
}

***

[2]
{
  "formula": "C10H9F3I2O6Rh2S",
  "method": "ωB97M-V/def2-TZVPD",
  "species": ["I", "I", "Rh", "Rh", "S", "C", "C", "C", "C", "C", "C", "C", "C", "O", "O", "O", "O", "H", "H", "H", "H", "H", "H", "H", "H", "H", "F", "C", "F", "F", "C", "O", "O"],
  "xyz": [[2.036, 1.263, 2.415], [-1.699, -2.740, 0.421], [-0.618, -0.786, -1.273], [1.352, 0.559, -0.236], [-0.541, -0.146, 1.135], [1.203, 2.277, -0.883], [2.595, 0.053, -1.666], [-1.871, 1.090, 1.275], [-3.081, 0.344, 1.817], [-2.199, 1.746, -0.050], [-1.411, 2.146, 2.273], [0.665, -1.572, -2.382], [-1.530, -0.232, -2.777], [2.983, 0.540, -2.673], [1.104, 3.393, -1.198], [1.279, -2.120, -3.192], [-2.103, 0.065, -3.741], [-3.896, 1.064, 1.947], [-2.837, -0.094, 2.785], [-3.404, -0.444, 1.136], [-3.077, 2.386, 0.091], [-2.436, 0.995, -0.809], [-1.368, 2.356, -0.409], [-2.236, 2.855, 2.432], [-0.541, 2.702, 1.909], [-1.151, 1.674, 3.222], [4.347, -3.684, -1.139], [3.545, -3.324, -0.110], [2.654, -4.306, 0.148], [4.308, -3.171, 0.998], [2.799, -1.983, -0.386], [3.286, -1.286, -1.383], [1.845, -1.620, 0.304]],
  "spin_multiplicity": 9,
  "de_lowest_ev": 0.000,
  "homo_lumo_gap_ev": [7.892, 4.908],
  "homo_energy_ev": [-23.3, -24.4],
  "e_tot_ev": -63949.2570,
  "total_charge": 4
}

***

[3]
{
  "formula": "C41H42FN5O7PtSTe",
  "method": "ωB97M-V/def2-TZVPD",
  "species": ["Pt", "F", "C", "C", "C", "C", "O", "C", "C", "N", "C", "C", "C", "C", "C", "C", "N", "C", "C", "N", "C", "C", "C", "O", "O", "H", "H", "H", "H", "H", "H", "H", "H", "H", "H", "H", "H", "H", "H", "H", "H", "H", "H", "C", "O", "C", "C", "C", "C", "C", "C", "O", "C", "O", "C", "H", "H", "H", "H", "H", "H", "H", "H", "H", "Te", "C", "C", "C", "C", "S", "H", "H", "H", "C", "N", "N", "C", "O", "C", "C", "C", "C", "C", "C", "C", "C", "C", "H", "H", "H", "H", "H", "H", "H", "H", "H", "H", "H", "H"],
  "xyz": [[0.238, -0.626, -1.960], [-1.615, -0.205, 4.629], [-0.359, -0.336, 4.152], [-0.184, -0.444, 2.808], [1.104, -0.514, 2.265], [1.301, -0.608, 0.827], [0.266, -0.704, 0.104], [2.626, -0.564, 0.367], [3.644, -0.470, 1.278], [3.485, -0.463, 2.608], [4.645, -0.306, 3.469], [5.047, -1.440, 4.365], [5.874, -1.098, 3.162], [2.194, -0.461, 3.136], [1.987, -0.395, 4.520], [0.714, -0.323, 5.057], [0.530, -0.290, 6.461], [-0.808, -0.276, 7.055], [-0.667, -0.495, 8.571], [0.611, -1.255, 8.807], [1.799, -0.360, 8.530], [1.468, 0.465, 7.286], [3.028, -0.598, -1.073], [4.127, -0.206, -1.386], [2.171, -1.149, -1.898], [-1.043, -0.447, 2.149], [4.659, -0.399, 0.911], [4.774, 0.706, 3.831], [4.455, -2.345, 4.314], [5.436, -1.201, 5.346], [5.843, -1.787, 2.330], [6.824, -0.605, 3.304], [2.849, -0.423, 5.165], [-1.400, -1.081, 6.626], [-1.342, 0.663, 6.890], [-1.500, -1.067, 8.968], [-0.586, 0.434, 9.130], [0.640, -2.030, 8.142], [0.657, -1.643, 9.749], [2.665, -1.004, 8.396], [1.953, 0.270, 9.403], [2.383, 0.690, 6.755], [1.026, 1.426, 7.574], [1.262, 6.182, -2.177], [1.157, 5.701, -3.515], [0.961, 4.391, -3.708], [0.933, 3.991, -5.071], [0.759, 2.683, -5.354], [0.587, 1.696, -4.327], [0.371, 0.357, -4.691], [0.518, -0.110, -6.107], [0.016, -0.578, -3.896], [0.624, 2.117, -2.982], [0.502, 1.326, -1.939], [0.794, 3.478, -2.688], [1.461, 7.245, -2.255], [2.083, 5.691, -1.655], [0.329, 6.023, -1.633], [1.062, 4.736, -5.842], [0.728, 2.378, -6.390], [-0.230, 0.349, -6.755], [0.393, -1.188, -6.136], [1.506, 0.154, -6.484], [0.829, 3.757, -1.647], [-0.756, -2.945, -1.592], [0.613, -4.190, -2.440], [1.713, -3.847, -3.190], [2.420, -4.985, -3.664], [1.845, -6.155, -3.266], [0.455, -5.887, -2.321], [2.001, -2.823, -3.377], [3.312, -4.937, -4.271], [2.171, -7.161, -3.481], [-5.503, 1.512, -3.938], [-4.278, 1.497, -3.151], [-3.676, 0.332, -2.738], [-2.534, 0.635, -2.073], [-1.839, -0.296, -1.533], [-2.401, 2.037, -2.108], [-3.499, 2.524, -2.779], [-3.860, 3.931, -3.121], [-4.256, -0.965, -2.911], [-5.431, -1.298, -2.258], [-5.962, -2.567, -2.430], [-5.308, -3.491, -3.238], [-4.122, -3.147, -3.875], [-3.594, -1.875, -3.716], [-5.634, 0.542, -4.408], [-5.416, 2.269, -4.713], [-6.371, 1.725, -3.315], [-1.589, 2.598, -1.687], [-3.202, 4.613, -2.589], [-4.891, 4.159, -2.850], [-3.745, 4.113, -4.191], [-5.919, -0.573, -1.618], [-6.882, -2.837, -1.930], [-5.729, -4.478, -3.377], [-3.615, -3.865, -4.506], [-2.681, -1.580, -4.219]],
  "de_lowest_ev": 0.313,
  "homo_lumo_gap_ev": 5.444,
  "homo_energy_ev": -10.2,
  "e_tot_ev": -89058.8993,
  "total_charge": 2
}

***

[4]
{
  "formula": "C31H39Cl2N6O2SSiTa",
  "method": "ωB97M-V/def2-TZVPD",
  "species": ["Ta", "Cl", "C", "Cl", "H", "H", "C", "C", "C", "C", "C", "C", "N", "N", "Si", "C", "C", "C", "H", "H", "H", "H", "H", "H", "H", "H", "H", "H", "H", "H", "H", "H", "H", "O", "C", "C", "C", "C", "C", "C", "C", "N", "C", "C", "N", "H", "H", "H", "H", "H", "H", "H", "C", "C", "N", "C", "C", "C", "S", "N", "C", "O", "C", "C", "C", "C", "C", "C", "H", "H", "H", "H", "H", "H", "H", "H", "H", "H", "H", "H", "H", "H", "H"],
  "xyz": [[-0.022, 0.236, 0.092], [2.585, 0.954, 0.554], [2.862, 0.028, 2.072], [1.320, -0.558, 2.696], [3.315, 0.705, 2.786], [3.500, -0.815, 1.831], [3.600, -2.097, -0.809], [2.266, -2.707, -0.490], [2.074, -4.068, -0.681], [0.820, -4.619, -0.477], [-0.227, -3.816, -0.062], [0.047, -2.480, 0.183], [1.263, -1.943, -0.032], [-0.856, -1.516, 0.640], [-2.339, -1.967, 1.579], [-1.855, -3.371, 2.693], [-2.814, -0.506, 2.643], [-3.688, -2.412, 0.392], [4.372, -2.496, -0.148], [3.587, -1.015, -0.735], [3.892, -2.357, -1.826], [2.904, -4.681, -1.005], [0.654, -5.673, -0.654], [-1.223, -4.214, 0.063], [-0.865, -3.209, 3.126], [-1.847, -4.341, 2.196], [-2.568, -3.436, 3.518], [-1.967, 0.141, 2.880], [-3.209, -0.872, 3.593], [-3.593, 0.099, 2.180], [-3.471, -3.325, -0.165], [-3.850, -1.609, -0.329], [-4.624, -2.578, 0.931], [0.192, -0.199, -1.662], [0.110, -0.008, -3.004], [-0.022, -1.106, -3.835], [-0.115, -0.899, -5.199], [-0.072, 0.395, -5.713], [0.069, 1.477, -4.864], [0.161, 1.292, -3.484], [0.345, 2.393, -2.541], [0.519, 2.319, -1.220], [0.704, 3.618, -0.785], [0.630, 4.471, -1.834], [0.398, 3.682, -2.930], [-0.053, -2.097, -3.401], [-0.219, -1.745, -5.865], [-0.143, 0.557, -6.779], [0.117, 2.469, -5.294], [0.918, 3.858, 0.239], [0.728, 5.539, -1.897], [0.306, 4.013, -3.876], [-5.432, 2.279, -1.660], [-5.176, 1.682, -0.285], [-4.181, 2.460, 0.471], [-4.735, 3.561, 1.289], [-4.983, 3.122, 2.722], [-2.891, 2.206, 0.450], [-2.347, 0.937, -0.614], [-2.129, 2.997, 1.248], [-0.952, 2.730, 1.683], [-0.324, 1.585, 1.436], [-0.282, 3.665, 2.598], [1.030, 3.440, 3.015], [1.654, 4.334, 3.867], [0.963, 5.451, 4.320], [-0.349, 5.674, 3.920], [-0.972, 4.786, 3.061], [-6.235, 1.731, -2.151], [-4.541, 2.216, -2.285], [-5.733, 3.324, -1.587], [-4.832, 0.652, -0.361], [-6.083, 1.683, 0.318], [-5.663, 3.856, 0.803], [-4.046, 4.399, 1.245], [-5.698, 2.299, 2.768], [-5.392, 3.953, 3.294], [-4.054, 2.802, 3.194], [1.560, 2.568, 2.660], [2.674, 4.164, 4.181], [1.446, 6.148, 4.992], [-0.886, 6.539, 4.282], [-1.992, 4.950, 2.746]],
  "de_lowest_ev": 0.923,
  "homo_lumo_gap_ev": 7.706,
  "homo_energy_ev": -13.6,
  "e_tot_ev": -91118.9773,
  "total_charge": 2
}